77
Properties=species:S:1:pos:R:3:forces:R:3 method="wB97M-V/def2-TZVPD" s2=2.00 total_charge=+1 e_lumo_ev="-3.15 / -4.65" multiplicity=3 e_tot_ha=-3816.11838 de_lowest_kj_mol=110.8 homo_lumo_gap_ev="7.34 / 5.84" e_homo_ev="-10.490 / -10.490"
Ni -0.403799 -2.699424 1.847982 0.449 2.452 -0.132
N 0.223252 -0.199788 -0.196618 2.684 -0.158 -0.885
O -0.300178 0.870496 -0.545693 -1.041 -0.550 0.832
O 1.306149 -0.523177 -0.705297 -0.547 0.157 0.348
O -0.275293 -0.949976 0.673904 -1.567 0.379 0.655
C -3.160201 -1.635559 -2.044878 0.096 1.209 0.114
O -4.066836 -2.318443 -2.473245 0.458 -0.621 -0.011
N -3.394220 -0.475253 -1.376479 -0.233 1.783 1.236
N -1.814428 -1.818371 -2.212240 -0.497 -1.759 -0.903
H -2.654502 0.121240 -1.043041 0.313 -0.299 -0.133
H -4.297713 -0.120499 -1.118947 -0.288 -0.637 -0.438
H -1.592225 -2.688764 -2.669669 0.401 0.151 0.079
H -1.062568 -1.290903 -1.817422 -0.230 0.119 0.052
C 1.618557 -3.370716 -2.662014 -0.261 -0.358 -0.147
O 0.651997 -3.643138 -1.938601 0.259 0.749 -0.351
N 1.927394 -4.187658 -3.698617 -0.535 -0.476 0.738
N 2.453486 -2.312008 -2.525200 -0.093 0.216 0.731
H 1.271203 -4.952651 -3.704538 0.494 -0.287 -0.810
H 2.707567 -4.043670 -4.310125 -0.227 -0.177 -0.289
H 3.418422 -2.452194 -2.766310 -0.001 0.340 -0.179
H 2.205872 -1.665117 -1.785109 0.257 -0.041 -0.113
C 0.470768 -1.363043 4.678506 0.727 0.734 1.858
O -0.058809 -1.461732 3.559814 0.250 -0.729 -0.753
N 1.145723 -2.319834 5.374191 -0.827 0.127 -0.888
N 0.414212 -0.203925 5.390203 -0.789 -0.280 -1.421
H 1.303794 -2.034169 6.320824 0.719 -0.778 0.118
H 1.538784 -3.127034 4.926464 -0.052 -0.112 0.322
H 0.074362 0.606624 4.883917 -0.174 0.277 0.220
H 0.711566 -0.093673 6.340691 0.247 -0.119 -0.081
C 3.410014 3.407603 -0.373980 1.272 -0.622 0.897
O 4.501510 3.668081 0.151640 -1.037 0.285 -0.030
N 3.378071 2.885824 -1.605842 0.600 -0.122 -1.330
N 2.231595 3.488264 0.301724 0.821 0.191 0.333
H 4.237869 3.099057 -2.086665 -0.146 -0.330 -0.239
H 2.573940 2.591327 -2.144895 -0.021 0.464 0.367
H 1.356520 3.372650 -0.163831 -0.237 0.031 0.319
H 2.405902 3.590763 1.287573 -0.767 0.146 -0.005
C -1.409024 2.763586 3.738283 0.450 -0.606 2.584
O -0.458871 2.109374 4.196375 -0.193 0.398 -1.473
N -2.044263 2.554228 2.576794 0.424 -0.633 -1.321
N -2.000633 3.668846 4.534994 -0.898 1.310 0.706
H -2.708172 3.243869 2.275997 0.056 0.115 -0.205
H -1.455437 2.142609 1.862165 -0.303 -0.103 -0.109
H -1.594828 3.948923 5.410792 0.270 -0.423 -0.056
H -2.957509 3.958217 4.421605 0.114 0.111 -0.336
C 0.141270 3.914604 -2.598132 1.242 0.078 -0.055
O 1.020758 3.186032 -3.070932 -0.783 0.723 0.224
N -0.478059 3.624783 -1.438384 -0.733 -0.444 0.785
N -0.190917 5.123708 -3.086726 0.204 1.002 -1.264
H -0.337843 2.707770 -1.032605 -0.288 -0.018 -0.315
H -1.318945 4.139350 -1.244932 -0.044 -0.194 0.331
H -0.879770 5.757330 -2.724649 -0.087 -0.373 0.440
H 0.362365 5.547364 -3.813741 0.091 -0.501 -0.121
C -3.134611 -1.613541 2.750624 1.415 0.160 1.043
O -2.276084 -2.224063 2.079550 -0.216 -0.579 -0.667
N -2.864253 -0.447413 3.378274 0.155 -0.706 -0.739
N -4.336904 -2.132334 3.017465 -1.129 -0.295 0.664
H -3.570984 0.005723 3.928146 0.078 0.268 -0.183
H -1.976972 -0.009459 3.178525 -0.048 0.025 0.269
H -4.644619 -3.027425 2.673678 0.485 -0.009 -0.309
H -4.631003 -1.957548 3.967006 -0.456 0.145 -0.210
C 2.352458 -3.760621 0.845159 -1.155 -0.984 -3.008
O 1.431147 -3.094073 1.352538 0.187 -0.512 1.549
N 3.615217 -3.378056 0.786113 0.974 0.800 0.481
N 2.133186 -4.876460 0.045165 0.153 0.615 2.105
H 3.945129 -2.487246 1.123608 -0.321 0.040 -0.007
H 4.193088 -3.855851 0.117455 0.281 -0.078 0.314
H 1.217738 -5.286313 0.107892 -0.025 0.176 -0.670
H 2.630966 -4.848698 -0.826417 -0.336 -0.485 -0.162
C -0.483213 0.912610 -5.256810 1.099 -1.050 -0.902
O -0.829511 0.273393 -6.247870 -0.215 0.485 0.612
N -1.277776 1.214024 -4.215693 -2.020 0.094 1.246
N 0.790803 1.334262 -5.083340 1.386 0.121 -0.376
H -2.106036 0.652182 -4.089848 0.015 0.061 -0.348
H -0.944917 1.613661 -3.356747 0.501 -0.024 -0.174
H 1.447210 1.103577 -5.808968 -0.215 -0.020 -0.073
H 1.172035 1.747856 -4.240587 -0.592 -0.046 -0.346